A molecular structure, C31H45LaNOPS in a non-equilibrium geometry, computed with ωB97M-V with the def2-TZVPD basis set.

Structure (ORCA input):
```
! RIJCOSX wB97M-V def2-TZVPD def2/J DEFGRID3
* xyz 2 1
La -8.990 -9.303 13.173
C -12.065 -7.065 11.729
C -11.340 -7.456 13.001
C -10.231 -6.672 13.452
C -9.782 -5.363 12.781
C -9.621 -6.904 14.757
C -8.463 -6.066 15.244
C -10.110 -8.006 15.527
C -9.754 -7.964 16.968
C -11.164 -8.851 15.075
C -11.852 -9.796 16.013
C -11.747 -8.592 13.750
C -12.642 -9.690 13.172
H -11.272 -6.780 11.057
H -12.755 -6.227 11.965
H -12.661 -7.903 11.443
H -10.217 -5.428 11.713
H -8.660 -5.301 12.830
H -10.201 -4.486 13.370
H -8.795 -5.184 15.762
H -7.724 -5.819 14.460
H -7.958 -6.675 16.027
H -10.241 -8.740 17.576
H -9.976 -6.995 17.495
H -8.679 -8.221 17.104
H -12.134 -10.757 15.498
H -12.810 -9.269 16.359
H -11.236 -10.045 16.862
H -12.166 -10.148 12.261
H -13.531 -9.153 12.797
H -12.879 -10.438 13.934
O -7.042 -9.267 13.960
N -6.110 -10.261 14.007
C -4.817 -10.024 14.387
C -3.860 -10.870 13.970
C -4.144 -12.007 13.185
C -5.502 -12.418 13.153
C -6.559 -11.542 13.610
S -8.240 -12.033 13.515
H -4.625 -9.053 14.878
H -2.813 -10.794 14.274
H -3.403 -12.702 12.758
H -5.726 -13.353 12.556
C -6.536 -11.169 9.052
C -8.046 -10.897 9.182
C -8.741 -12.124 9.809
C -8.576 -10.944 7.678
P -8.753 -9.454 10.028
C -10.371 -9.234 9.212
C -10.653 -8.458 8.096
C -11.976 -8.433 7.640
C -12.985 -9.171 8.249
C -12.698 -10.000 9.336
C -11.380 -10.084 9.706
C -7.597 -7.933 9.415
C -7.256 -7.990 7.871
C -8.446 -6.675 9.668
C -6.239 -7.874 10.103
H -6.003 -11.166 10.026
H -6.033 -10.495 8.434
H -6.361 -12.069 8.412
H -8.330 -13.050 9.385
H -9.816 -12.194 9.580
H -8.530 -12.245 10.906
H -7.672 -11.027 7.073
H -9.103 -10.044 7.325
H -9.318 -11.831 7.566
H -9.884 -7.940 7.556
H -12.115 -7.874 6.702
H -13.989 -9.105 7.812
H -13.486 -10.670 9.750
H -11.047 -10.704 10.552
H -8.053 -7.529 7.203
H -7.057 -8.944 7.398
H -6.447 -7.296 7.685
H -9.546 -6.937 9.861
H -8.434 -5.952 8.818
H -8.094 -6.290 10.635
H -5.601 -8.679 9.857
H -6.144 -7.750 11.191
H -5.741 -7.021 9.646
*
```

Values from the calculation:
energy above the lowest of the compared OMol25 structures with the same formula, charge and spin: 177.3 kJ/mol
E_HOMO: -14.04 eV
HOMO-LUMO gap: 7.84 eV
E_LUMO: -6.20 eV

16 unconnected molecules or ions with the total composition C40H101F9N8O32S3 in a non-equilibrium geometry, computed with ωB97M-V with the def2-TZVPD basis set.

Structure (ORCA input):
```
! RIJCOSX wB97M-V def2-TZVPD def2/J DEFGRID3
* xyz 0 1
C 20.234 10.287 23.932
C 19.071 10.674 23.011
C 18.187 11.770 23.529
O 16.990 11.773 22.835
C 15.966 12.651 23.287
N 19.387 10.915 21.625
H 19.762 11.834 21.408
H 20.147 10.347 21.303
H 18.529 10.394 20.137
H 21.058 11.022 24.049
H 20.629 9.356 23.586
H 19.794 10.133 24.957
H 18.550 9.742 23.030
H 18.831 12.726 23.374
H 18.045 11.591 24.596
H 16.374 13.485 23.931
H 15.323 12.022 23.877
H 15.489 13.078 22.414
C 14.115 10.671 14.439
C 14.162 9.520 15.423
C 15.467 8.741 15.021
O 15.356 7.422 15.601
C 16.552 6.966 16.268
N 14.041 9.914 16.858
H 14.834 10.456 17.261
H 13.154 10.474 17.023
H 13.999 8.989 17.420
H 13.375 11.376 14.702
H 13.986 10.375 13.381
H 15.108 11.129 14.418
H 13.287 8.838 15.274
H 16.340 9.307 15.438
H 15.425 8.765 13.939
H 17.189 6.360 15.562
H 16.228 6.299 17.039
H 17.097 7.810 16.718
C 21.745 11.462 19.303
C 21.888 12.769 18.524
C 20.582 12.928 17.690
O 20.680 14.218 17.086
C 19.571 14.475 16.242
N 22.158 13.958 19.308
H 20.216 20.093 15.758
H 21.733 14.655 18.679
H 21.673 13.824 20.190
H 21.765 11.727 20.381
H 22.531 10.700 19.080
H 20.787 10.985 19.116
H 22.626 12.561 17.779
H 19.690 12.959 18.410
H 20.443 12.107 16.938
H 19.379 15.570 16.239
H 18.618 14.022 16.534
H 19.810 14.210 15.259
C 12.270 14.392 23.317
C 11.350 14.954 24.438
C 11.316 16.501 24.475
O 10.185 16.769 25.328
C 10.222 18.125 25.653
N 9.995 14.477 24.070
H 9.558 15.136 22.595
H 10.075 13.469 23.856
H 9.344 14.725 24.831
H 13.327 14.547 23.673
H 12.156 14.934 22.390
H 12.059 13.319 23.280
H 11.642 14.486 25.355
H 11.174 16.846 23.419
H 12.244 16.863 24.969
H 9.489 18.292 26.443
H 9.917 18.711 24.735
H 11.239 18.453 25.991
C 15.480 20.808 21.690
C 15.441 21.607 20.371
C 16.414 20.882 19.484
O 16.407 21.418 18.167
C 17.105 20.628 17.220
N 14.140 21.508 19.680
H 14.197 22.139 18.860
H 13.999 20.486 19.313
H 13.383 21.779 20.297
H 14.972 19.826 21.686
H 14.995 21.345 22.511
H 16.545 20.577 21.860
H 15.733 22.630 20.514
H 16.015 19.834 19.412
H 17.416 20.849 19.816
H 16.833 19.589 17.300
H 18.190 20.769 17.432
H 16.895 20.973 16.197
C 11.509 18.678 10.574
C 12.170 18.478 11.952
C 12.859 17.087 12.034
O 13.521 16.740 13.276
C 12.719 16.521 14.392
N 13.071 19.640 12.159
H 12.653 20.551 12.275
H 13.491 19.490 13.125
H 15.230 17.031 13.425
H 12.348 18.683 9.879
H 11.150 19.737 10.468
H 10.822 17.921 10.279
H 11.430 18.436 12.766
H 13.598 17.026 11.204
H 12.054 16.344 11.894
H 13.018 17.230 15.184
H 13.035 15.567 14.723
H 11.680 16.439 14.205
C 14.608 14.196 17.999
C 13.866 15.425 18.497
C 13.501 15.188 20.043
O 12.736 16.258 20.515
C 13.479 17.177 21.299
N 14.675 16.644 18.469
H 15.068 16.924 17.544
H 14.109 17.430 18.752
H 15.399 16.616 19.221
H 14.889 14.202 16.942
H 14.076 13.268 18.236
H 15.619 14.175 18.402
H 12.913 15.632 18.007
H 14.454 14.930 20.536
H 12.889 14.263 20.013
H 12.797 17.903 21.736
H 14.296 17.713 20.793
H 13.953 16.686 22.156
C 9.058 19.582 16.826
C 8.800 18.358 17.684
C 8.325 17.091 17.072
O 9.140 16.705 15.926
C 10.077 15.684 16.244
N 10.078 18.085 18.504
H 10.905 18.211 17.842
H 10.253 18.855 19.233
H 10.049 17.157 18.974
H 9.603 19.213 15.973
H 9.623 20.326 17.401
H 8.052 19.972 16.563
H 8.015 18.681 18.384
H 7.256 17.281 16.768
H 8.229 16.259 17.818
H 10.059 14.783 15.635
H 9.867 15.389 17.304
H 11.092 16.047 16.191
C 9.301 21.634 22.198
F 9.242 22.925 21.938
F 9.401 21.370 23.530
F 8.189 20.977 21.707
S 10.728 20.868 21.196
O 11.639 21.966 20.884
O 11.213 19.826 22.101
O 10.106 20.345 20.015
C 17.830 16.461 22.761
F 18.841 16.801 23.540
F 17.817 15.114 22.489
F 16.669 16.791 23.402
S 17.840 17.383 21.117
O 18.958 16.856 20.303
O 16.555 16.989 20.539
O 18.041 18.781 21.445
C 11.617 9.284 19.134
F 12.906 9.714 19.334
F 11.591 8.143 18.512
F 11.135 9.153 20.418
S 10.662 10.574 18.241
O 11.337 10.622 16.947
O 9.305 10.174 18.068
O 10.950 11.760 19.073
O 10.096 13.549 20.956
C 9.885 14.871 20.663
O 10.055 15.335 19.510
O 9.632 15.578 21.706
H 10.380 12.979 20.200
O 13.683 20.311 16.869
C 13.056 19.288 17.563
O 13.571 19.115 18.706
O 12.146 18.624 16.980
H 13.420 20.426 15.937
O 17.655 17.088 15.478
C 16.430 17.075 15.048
O 16.218 16.787 13.696
O 15.518 17.276 15.831
H 18.423 17.178 14.789
O 21.166 18.335 16.132
C 20.466 18.414 15.043
O 20.182 17.446 14.344
O 19.986 19.617 14.872
H 21.352 17.363 16.220
O 16.775 11.855 19.207
C 17.272 10.742 18.585
O 16.744 10.338 17.551
O 18.157 10.050 19.271
H 17.159 11.913 20.061
*
```

Values from the calculation:
E_HOMO: -9.34 eV
HOMO-LUMO gap: 9.41 eV
E_LUMO: 0.07 eV

2 unconnected molecules or ions with the total composition C5H11N in a non-equilibrium geometry, computed with ωB97M-V with the def2-TZVPD basis set.

Structure (ORCA input):
```
! RIJCOSX wB97M-V def2-TZVPD def2/J DEFGRID3
* xyz 0 1
C 2.505 -0.145 1.078
C 1.830 -0.144 -0.233
C 0.093 -0.081 -0.219
C -0.332 -0.184 -1.583
C -3.424 0.254 0.011
N -0.287 0.235 0.946
H 2.307 0.732 1.783
H 3.615 -0.220 1.045
H 2.186 -0.937 1.790
H 2.153 -1.043 -0.796
H 2.251 0.725 -0.767
H 0.384 0.273 -2.325
H -1.274 -0.686 -1.939
H -3.603 1.004 0.992
H -4.486 0.000 -0.518
H -2.758 0.927 -0.551
H -2.799 -0.620 0.347
*
```

Values from the calculation:
energy above the lowest of the compared OMol25 structures with the same formula, charge and spin: 621.2 kJ/mol
E_HOMO: -7.76 eV
HOMO-LUMO gap: 5.87 eV
E_LUMO: -1.89 eV